(1)
{
  "formula": "C6H11OP",
  "method": "wB97M-V/def2-TZVPD",
  "species": ["C", "C", "O", "C", "C", "P", "C", "C", "H", "H", "H", "H", "H", "H", "H", "H", "H", "H", "H"],
  "xyz": [[-1.164139, 2.903634, -0.701145], [-0.728081, 1.843677, 0.020289], [-0.549231, 0.612736, -0.598054], [0.134022, -0.449491, 0.110511], [-0.767710, -0.994628, 1.284259], [1.897342, -0.001524, 0.747503], [0.169799, -1.520170, -0.897174], [1.125325, -2.468838, -1.101081], [-1.278771, 3.908393, -0.248733], [-1.428979, 2.726432, -1.779241], [-0.828997, 2.000604, 1.056746], [-0.423854, -0.411796, 2.158876], [-1.735054, -0.754706, 0.931145], [-0.629164, -2.189106, 1.430288], [1.405680, 0.917966, 1.618300], [2.275900, 1.041010, 0.019584], [-0.720616, -1.447675, -1.568471], [1.104670, -3.220616, -1.865616], [2.141858, -2.495902, -0.617987]],
  "atomic_forces_ev_per_a": [[0.26, -1.04, -0.66], [-1.35, 1.02, -2.42], [0.04, 1.00, 1.12], [0.37, 0.05, 0.38], [2.67, -1.46, 0.14], [-0.92, -2.42, 0.89], [1.09, -1.86, -2.03], [0.42, 1.52, 0.63], [-0.13, -1.00, -0.29], [0.60, 0.56, 1.08], [0.84, -0.71, 1.50], [-0.88, -0.62, 0.07], [-1.30, 0.04, 0.23], [-0.29, 3.10, -0.24], [-0.44, 0.64, 1.32], [0.41, 1.45, -2.01], [0.71, -0.49, 0.59], [-0.70, -0.12, -0.38], [-1.40, 0.34, 0.08]],
  "lumo_ev": 1.0,
  "smiles": "C=CO[C@](C)(P)C=C",
  "total_charge": 0,
  "fmax_ha_per_bohr": 0.0608,
  "orbital_gap_ev": 9.837
}

***

(2)
{
  "formula": "C2HF3O2S",
  "method": "wB97M-V/def2-TZVPD",
  "species": ["C", "S", "O", "O", "C", "F", "F", "F", "H"],
  "xyz": [[-2.627460, -0.670551, 0.173800], [-1.106065, -0.587320, -0.136404], [-0.290947, -1.518138, -0.764477], [0.006902, 0.819603, 0.121230], [1.272758, 0.561840, -0.035156], [1.611759, 0.364496, -1.353293], [2.089485, 1.518523, 0.459270], [1.703685, -0.585422, 0.578102], [-2.660113, 0.096972, 0.956930]],
  "atomic_forces_ev_per_a": [[1.07, 0.80, 0.88], [-0.97, 1.56, 0.75], [1.84, -2.14, -1.92], [-2.61, -0.25, 0.64], [3.96, -1.72, -0.88], [-0.38, 0.69, 0.90], [-1.22, -0.02, -0.46], [-0.59, 0.59, 0.13], [-1.10, 0.49, -0.01]],
  "lumo_ev": -1.8,
  "smiles": "C#S(=O)OC(F)(F)F",
  "total_charge": 0,
  "fmax_ha_per_bohr": 0.0857,
  "orbital_gap_ev": 9.523
}